No. 1
{
  "formula": "C33H28F3N8O2PSeTi",
  "method": "ωB97M-V with the def2-TZVPD basis set",
  "s2": 2.021,
  "spin_multiplicity": 3,
  "de_lowest_kcal_mol": 7.6,
  "e_homo_ev": [-5.4, -7.8],
  "total_energy_ev": -156597.2494,
  "largest_force_ev_per_a": 1.943,
  "symbols": ["Se", "Ti", "P", "F", "F", "F", "O", "O", "N", "N", "N", "N", "N", "N", "N", "N", "C", "C", "C", "C", "C", "C", "C", "C", "C", "C", "C", "C", "C", "C", "C", "C", "C", "C", "C", "C", "C", "C", "C", "C", "C", "C", "C", "C", "C", "C", "C", "C", "C", "H", "H", "H", "H", "H", "H", "H", "H", "H", "H", "H", "H", "H", "H", "H", "H", "H", "H", "H", "H", "H", "H", "H", "H", "H", "H", "H", "H"],
  "coordinates": [[-1.779, 2.839, 1.921], [0.106, 0.916, 1.220], [-0.113, -2.144, -0.335], [1.933, 7.558, 1.140], [3.969, 6.830, 1.159], [2.788, 6.775, 2.966], [1.471, -0.376, 1.402], [3.461, -0.783, 0.482], [0.562, 1.138, 3.384], [1.345, 2.652, 0.851], [0.007, 0.940, -0.841], [-3.184, -1.904, 3.415], [-4.136, 1.922, 0.330], [-1.381, -0.208, 1.990], [1.317, 0.762, 5.366], [0.316, -0.140, 5.225], [-0.863, -4.866, -0.952], [-1.743, -6.349, 0.734], [2.261, 5.223, 1.291], [-2.524, -0.734, 1.428], [2.736, 6.614, 1.637], [1.137, 5.017, 0.526], [-1.353, -6.112, -0.578], [-1.704, -2.028, -4.078], [0.098, 1.647, -3.553], [1.458, 1.503, 4.278], [-0.123, 0.113, 4.009], [-1.501, -2.145, -2.711], [-0.210, -2.102, -2.167], [2.305, -1.090, 0.669], [-1.128, -4.098, 1.310], [0.138, 2.049, -4.998], [-1.104, 1.550, -2.867], [-1.113, 1.207, -1.530], [-3.385, -1.521, 2.118], [1.173, 1.008, -1.508], [-1.629, -5.339, 1.681], [-1.226, -0.532, 3.330], [0.865, -1.907, -3.030], [-2.103, -1.383, 3.981], [-0.745, -3.844, -0.010], [2.986, 4.135, 1.744], [2.499, 2.870, 1.491], [-0.616, -1.855, -4.931], [1.253, 1.353, -2.839], [0.726, 3.706, 0.315], [-3.246, 2.287, 0.976], [1.693, -2.360, 0.070], [0.664, -1.789, -4.404], [-2.048, 1.744, -3.363], [-1.038, -3.312, 2.054], [-1.904, -1.641, 5.016], [-2.351, -2.288, -2.051], [-4.278, -1.896, 1.634], [-1.433, -6.900, -1.318], [1.514, -1.652, -5.063], [1.157, 2.049, -5.383], [0.582, 5.840, 0.102], [2.178, 2.301, 4.185], [-1.942, -5.508, 2.704], [2.075, 0.783, -0.953], [-2.047, 1.163, -0.985], [1.874, -1.844, -2.638], [2.224, 1.392, -3.317], [3.044, 1.980, 1.782], [-2.716, -0.500, 0.393], [2.294, -2.697, -0.769], [1.859, 0.780, 6.211], [-0.459, 1.360, -5.599], [-2.711, -2.074, -4.478], [-2.134, -7.319, 1.017], [1.731, -3.117, 0.853], [-0.281, 3.048, -5.128], [-0.770, -1.776, -6.002], [3.913, 4.271, 2.288], [-0.119, 3.503, -0.318], [-0.572, -4.695, -1.981]],
  "forces_ev_per_angstrom": [[-0.2, 0.4, 0.0], [-1.1, 0.2, 1.6], [-0.1, -0.6, -0.2], [0.0, 0.1, 0.0], [0.1, 0.1, 0.0], [0.0, 0.1, 0.1], [1.2, -0.7, -0.6], [0.1, 0.1, -0.1], [-0.2, -0.4, 0.3], [0.6, 0.9, -0.2], [0.0, 0.2, -1.6], [0.0, 0.1, -0.1], [0.2, 0.1, 0.1], [-0.5, -0.7, 0.5], [-0.1, -0.2, 0.2], [0.1, 0.0, 0.0], [0.0, 0.0, 0.1], [0.0, 0.1, 0.0], [0.0, 0.3, 0.0], [0.4, 0.2, 0.1], [-0.1, -0.2, -0.1], [-0.1, -0.2, -0.2], [0.0, 0.1, 0.0], [0.1, 0.0, 0.0], [0.0, 0.0, -0.1], [-0.1, 0.3, -0.2], [-0.2, 0.1, -0.1], [0.1, 0.0, -0.1], [0.1, 0.1, 0.0], [-0.4, -0.1, 0.0], [0.0, 0.0, 0.0], [0.0, -0.1, 0.0], [-0.2, 0.0, 0.0], [-0.1, -0.1, 0.0], [0.0, -0.2, 0.4], [-0.1, 0.0, -0.2], [0.0, 0.0, 0.0], [0.0, 0.1, -0.2], [0.0, -0.1, 0.0], [-0.2, -0.1, 0.0], [0.1, 0.0, 0.2], [0.3, -0.2, 0.1], [0.2, -0.1, 0.1], [-0.1, 0.0, 0.1], [0.1, 0.0, 0.0], [0.2, 0.4, -0.2], [-0.1, -0.1, -0.2], [-0.2, 0.4, 0.0], [0.0, 0.0, 0.0], [0.0, 0.0, 0.0], [-0.1, 0.0, 0.0], [0.0, 0.0, 0.0], [0.0, 0.0, 0.0], [0.0, 0.0, 0.0], [0.0, 0.0, 0.0], [0.0, 0.0, 0.0], [0.0, 0.0, 0.0], [0.0, 0.0, 0.0], [0.0, -0.1, 0.0], [0.0, 0.0, 0.0], [0.0, 0.0, 0.1], [0.0, 0.0, 0.0], [0.0, 0.0, 0.0], [0.0, 0.0, 0.0], [-0.1, 0.0, 0.2], [0.0, 0.1, -0.1], [0.1, -0.1, 0.0], [0.0, 0.0, 0.1], [0.0, 0.0, 0.0], [0.1, 0.0, 0.0], [0.0, 0.0, 0.0], [0.0, -0.1, 0.0], [0.0, 0.0, 0.0], [0.0, 0.0, 0.1], [0.0, 0.0, 0.0], [-0.2, 0.0, 0.0], [0.0, 0.0, 0.0]]
}

No. 2
{
  "formula": "C33H28FN7O7STeTl",
  "method": "ωB97M-V with the def2-TZVPD basis set",
  "charge": -1,
  "e_homo_ev": -4.8,
  "total_energy_ev": -84976.6504,
  "largest_force_ev_per_a": 1.088,
  "symbols": ["Tl", "Te", "S", "F", "O", "O", "O", "O", "O", "O", "O", "N", "N", "N", "N", "N", "N", "N", "C", "C", "C", "C", "C", "C", "C", "C", "C", "C", "C", "C", "C", "C", "C", "C", "C", "C", "C", "C", "C", "C", "C", "C", "C", "C", "C", "C", "C", "C", "C", "C", "C", "H", "H", "H", "H", "H", "H", "H", "H", "H", "H", "H", "H", "H", "H", "H", "H", "H", "H", "H", "H", "H", "H", "H", "H", "H", "H", "H", "H"],
  "coordinates": [[-0.128, -0.006, 0.805], [0.861, 0.921, -2.386], [2.929, 2.473, -4.540], [-0.454, 2.360, -1.976], [1.210, -1.779, -1.054], [3.149, -1.811, -4.193], [3.017, -0.279, -2.696], [6.089, -5.362, -2.034], [5.660, -5.883, 0.009], [2.200, -3.610, 2.554], [1.601, -1.559, 1.854], [-2.476, -0.891, 2.271], [3.128, -1.470, -3.038], [-1.819, 1.787, 2.361], [-1.351, -1.739, -1.896], [-1.611, -0.422, -1.782], [0.829, 2.422, 1.873], [5.461, -5.209, -0.990], [-3.467, 0.001, 2.265], [-2.467, -2.479, -2.019], [3.005, 1.547, 1.193], [3.595, 4.035, -4.313], [2.124, 2.673, 1.658], [2.107, -2.719, 1.702], [-4.026, -2.629, 1.797], [2.644, 3.956, 1.841], [2.322, -2.343, -0.880], [-3.582, 1.030, -1.709], [4.238, -3.396, -2.052], [-2.929, -0.310, -1.841], [-4.084, 2.394, 2.747], [-3.715, 3.723, 2.827], [0.484, 4.670, 2.563], [-4.783, -0.376, 2.024], [-1.570, -3.137, 2.114], [-2.391, 4.074, 2.649], [0.011, 3.394, 2.291], [2.284, 3.722, -2.427], [-5.058, -1.712, 1.785], [4.434, -4.192, -0.943], [1.818, 4.952, 2.316], [-2.730, -2.184, 2.053], [2.056, 2.533, -3.062], [3.161, 4.587, -3.145], [-3.518, -1.585, -2.007], [3.271, -2.425, -1.974], [-3.103, 1.445, 2.472], [-2.425, -3.969, -2.130], [2.719, -3.025, 0.324], [-1.451, 3.065, 2.446], [3.714, -3.961, 0.249], [-2.607, -4.440, -1.161], [-4.210, -3.678, 1.602], [-1.304, -3.339, 3.155], [-5.585, 0.348, 2.001], [-0.676, -2.705, 1.663], [4.858, -3.505, -2.931], [3.949, -4.523, 1.141], [2.652, 0.581, 1.559], [-0.157, 5.439, 2.969], [1.816, 3.971, -1.481], [2.205, 5.948, 2.494], [-6.073, -2.031, 1.588], [-1.449, -4.303, -2.485], [-2.836, 1.811, -1.871], [-5.114, 2.105, 2.903], [4.275, 4.451, -5.044], [3.001, 1.508, 0.097], [-4.571, -1.816, -2.085], [4.032, 1.700, 1.524], [-0.385, -2.038, -1.757], [-4.459, 4.486, 3.021], [3.685, 4.150, 1.612], [-2.103, 5.114, 2.663], [3.460, 5.569, -2.798], [-3.186, -4.322, -2.825], [-1.805, -4.082, 1.626], [-4.392, 1.144, -2.431], [-4.000, 1.155, -0.705]],
  "forces_ev_per_angstrom": [[0.3, -0.3, 0.0], [-0.2, 1.1, 0.0], [0.0, 0.0, 0.0], [-0.1, -0.3, -0.1], [0.1, 0.1, 0.1], [0.1, -0.3, -0.4], [0.2, -0.3, -0.1], [-0.1, 0.1, 0.1], [0.0, 0.0, 0.0], [-0.1, 0.2, -0.1], [0.1, -0.2, -0.1], [0.0, 0.0, 0.2], [-0.1, 0.2, 0.3], [0.1, 0.0, 0.0], [-0.2, 0.0, 0.0], [-0.1, -0.2, 0.0], [0.0, 0.1, 0.0], [0.0, 0.0, 0.0], [0.1, 0.0, -0.1], [0.1, 0.1, -0.1], [-0.2, 0.0, 0.0], [0.0, -0.1, 0.0], [-0.1, 0.0, 0.0], [-0.2, -0.1, 0.0], [0.0, 0.0, 0.0], [0.0, 0.0, 0.0], [0.1, 0.1, -0.2], [0.1, 0.0, 0.0], [0.2, 0.1, -0.2], [-0.1, -0.1, -0.1], [-0.1, 0.0, 0.0], [0.0, 0.0, 0.0], [0.0, 0.1, 0.0], [-0.1, 0.0, 0.0], [0.0, 0.1, 0.0], [0.0, 0.1, 0.0], [0.0, -0.2, -0.1], [0.0, 0.1, 0.0], [0.0, 0.0, 0.0], [0.0, 0.0, 0.2], [0.0, 0.0, 0.0], [0.0, 0.0, 0.0], [0.3, -0.2, 0.0], [-0.1, 0.0, 0.1], [-0.1, 0.1, 0.1], [-0.4, -0.1, 0.4], [0.1, 0.0, 0.0], [0.0, 0.1, 0.1], [0.0, 0.1, 0.0], [0.0, -0.1, 0.0], [0.2, -0.1, -0.1], [0.0, 0.0, 0.0], [0.0, 0.0, 0.0], [0.0, 0.0, 0.0], [0.0, 0.0, 0.0], [0.0, 0.0, 0.0], [0.0, 0.0, 0.0], [0.0, 0.0, 0.0], [0.0, 0.0, 0.0], [0.0, 0.0, 0.0], [0.1, 0.0, -0.1], [0.0, 0.0, 0.0], [0.0, 0.0, 0.0], [0.0, 0.0, 0.0], [-0.1, -0.1, 0.0], [0.0, 0.0, 0.0], [-0.1, 0.0, 0.1], [0.0, 0.0, 0.0], [0.1, 0.0, 0.0], [0.0, 0.0, 0.0], [0.1, 0.0, 0.0], [0.0, 0.0, 0.0], [0.0, 0.0, 0.1], [0.0, 0.0, 0.0], [0.0, -0.1, 0.0], [0.0, 0.0, 0.0], [0.0, 0.0, 0.0], [0.0, 0.0, 0.0], [0.0, 0.0, -0.1]]
}

No. 3
{
  "formula": "C33H28I2N6O2SeY",
  "method": "ωB97M-V with the def2-TZVPD basis set",
  "charge": 1,
  "de_lowest_kcal_mol": 14.2,
  "e_homo_ev": -10.1,
  "total_energy_ev": -130301.8345,
  "largest_force_ev_per_a": 1.847,
  "symbols": ["I", "I", "Y", "Se", "O", "O", "N", "N", "N", "N", "N", "N", "C", "C", "C", "C", "C", "C", "C", "C", "C", "C", "C", "C", "C", "C", "C", "C", "C", "C", "C", "C", "C", "C", "C", "C", "C", "C", "C", "C", "C", "C", "C", "C", "C", "H", "H", "H", "H", "H", "H", "H", "H", "H", "H", "H", "H", "H", "H", "H", "H", "H", "H", "H", "H", "H", "H", "H", "H", "H", "H", "H", "H"],
  "coordinates": [[-2.640, -0.525, 1.028], [-1.271, -2.376, -1.657], [0.745, -0.197, 0.181], [3.280, -1.021, 0.742], [0.559, -0.078, 2.275], [0.265, -2.066, 1.422], [0.350, 0.329, 4.837], [1.153, 2.292, 0.857], [-0.430, 1.415, -1.445], [2.845, 6.641, 3.504], [4.197, 1.001, -1.262], [1.482, -0.371, -2.169], [0.910, 3.845, 2.663], [-0.813, 3.499, 7.308], [-1.446, 1.565, 6.000], [0.522, 2.727, 1.958], [-1.798, 2.641, 6.832], [2.742, -1.490, -3.865], [2.479, 5.715, 2.931], [-0.559, -2.919, 6.276], [2.448, -0.477, -4.759], [1.190, 0.604, -3.040], [-3.022, -1.800, -0.618], [2.017, 4.552, 2.208], [2.240, -1.393, -2.583], [2.675, 4.123, 1.065], [0.093, -1.852, 3.802], [-0.160, -3.228, 3.945], [0.037, -1.004, 4.924], [0.327, -1.341, 2.466], [-0.482, -3.770, 5.163], [-1.536, 3.526, -1.683], [0.522, 3.311, 6.980], [2.210, 2.986, 0.423], [0.280, 1.680, -2.554], [-3.239, 2.887, 7.206], [-0.761, 3.819, -2.792], [0.882, 2.235, 6.191], [1.654, 0.578, -4.343], [-0.306, -1.572, 6.164], [-0.091, 1.362, 5.710], [0.158, 2.884, -3.232], [-2.515, 0.688, 5.397], [3.898, 0.209, -0.472], [-1.322, 2.325, -1.038], [-0.810, -3.329, 7.247], [-0.667, -4.830, 5.265], [-3.857, 3.105, 6.332], [-0.096, -3.849, 3.061], [-3.318, 3.736, 7.883], [-3.497, -2.693, -0.237], [0.784, 3.096, -4.086], [-1.100, 4.328, 7.944], [-3.680, 2.020, 7.703], [1.922, 2.042, 5.952], [-0.319, 2.139, 2.303], [-0.870, 4.762, -3.311], [-3.466, 1.212, 5.336], [0.376, 4.144, 3.556], [2.720, 2.617, -0.457], [-3.654, -1.267, -1.314], [-2.279, 4.216, -1.309], [2.821, -0.509, -5.774], [-0.342, -0.929, 7.035], [-1.881, 2.080, -0.145], [2.457, -2.156, -1.846], [0.774, 0.626, 3.977], [-2.235, 0.365, 4.391], [3.540, 4.647, 0.685], [-2.681, -0.223, 5.975], [1.278, 3.986, 7.360], [3.352, -2.337, -4.144], [1.387, 1.359, -5.038]],
  "forces_ev_per_angstrom": [[-0.2, 0.1, 0.1], [0.0, 0.0, -0.1], [-0.6, 0.5, -1.7], [0.9, -0.1, 0.0], [-0.3, 0.0, 1.4], [0.2, 0.1, 0.1], [-0.3, 0.0, 0.2], [0.2, -0.3, 0.2], [0.0, 0.0, -0.1], [0.0, -0.1, 0.0], [0.0, -0.1, 0.1], [0.2, -0.2, -0.3], [-0.1, 0.0, 0.1], [0.0, 0.0, 0.0], [-0.1, 0.0, -0.1], [0.0, 0.0, -0.1], [-0.1, 0.0, 0.0], [0.0, 0.0, 0.0], [0.0, -0.1, -0.1], [0.0, 0.0, -0.1], [0.0, 0.0, -0.1], [-0.1, 0.0, 0.1], [0.0, 0.0, 0.0], [0.1, 0.2, 0.2], [-0.1, 0.0, 0.0], [0.0, 0.0, -0.1], [0.0, -0.3, -0.3], [0.0, 0.0, 0.0], [0.2, 0.4, 0.3], [-0.1, -0.1, 0.2], [0.0, 0.1, 0.0], [0.0, 0.0, 0.0], [0.0, 0.0, 0.0], [-0.1, 0.1, 0.0], [0.1, -0.1, 0.0], [0.1, 0.0, 0.0], [0.0, 0.0, 0.0], [0.0, 0.0, 0.0], [0.0, 0.0, -0.1], [-0.1, 0.0, 0.0], [0.1, 0.0, 0.0], [0.0, 0.1, 0.0], [0.1, 0.0, 0.0], [0.0, 0.0, 0.0], [0.1, 0.0, 0.0], [0.0, 0.0, 0.0], [0.0, 0.0, 0.0], [0.0, 0.0, 0.0], [0.0, 0.0, 0.0], [0.0, 0.0, 0.0], [0.0, 0.0, 0.0], [0.0, 0.0, 0.0], [0.0, 0.0, 0.0], [0.0, 0.0, 0.0], [0.0, 0.0, 0.0], [0.0, 0.0, 0.0], [0.0, 0.0, 0.0], [0.0, 0.0, 0.0], [0.0, 0.0, 0.0], [0.0, 0.0, 0.0], [-0.1, 0.0, 0.0], [0.0, 0.0, 0.0], [0.0, 0.0, 0.0], [0.0, 0.0, 0.0], [0.0, 0.0, 0.0], [0.0, 0.0, 0.0], [0.0, 0.0, -0.1], [0.0, 0.0, 0.0], [0.0, 0.0, 0.0], [0.0, 0.0, 0.0], [0.0, 0.0, 0.0], [0.0, 0.0, 0.0], [0.0, 0.0, 0.0]]
}